Run A
The following is a quantum chemistry calculation of a cluster of 2 separate species, CH2Cl2O3 in total, from the Open Molecules 2025 dataset.

```
8
Properties=species:S:1:pos:R:3
H -1.76 -1.35 -0.81
Cl 1.43 -1.60 0.95
O 0.80 0.47 -1.20
O -1.56 -0.73 -0.14
C 0.99 0.76 -0.07
Cl 1.02 2.41 0.44
O 1.31 0.07 1.01
H -2.23 -0.02 -0.17
```

Results
- SMILES = O=C(Cl)OCl.O
- LUMO energy (hartree) = -0.018
- HOMO-LUMO gap (eV) = 10.728
- HOMO (eV) = -11.2102


Run B
The following is a quantum chemistry calculation of a cluster of 2 separate species, CH2Cl2O3 in total, from the Open Molecules 2025 dataset.

```
8
Properties=species:S:1:pos:R:3
H -0.89 -0.56 0.86
Cl -2.06 1.72 -1.65
O -0.16 1.39 1.33
O 0.33 0.45 -0.66
C -0.51 0.46 0.40
O -2.25 1.11 -0.18
Cl -0.74 1.16 2.92
H 0.02 1.25 -1.25
```

Results
- LUMO energy (hartree) = -0.035
- HOMO-LUMO gap (eV) = 8.641
- HOMO (eV) = -9.5862


Which structure loses on stability? run B does.


Run A
The following is a quantum chemistry calculation of a cluster of 2 separate species, C3H13N2O in total, from the Open Molecules 2025 dataset.

```
19
Properties=species:S:1:pos:R:3
N 0.18 -2.77 -0.70
H -0.52 1.55 0.27
H -1.28 -1.49 -1.53
C -0.68 -1.60 -0.61
H -1.66 0.38 -0.40
H 0.35 -2.96 -1.68
H 1.80 -1.17 0.83
C 1.01 -0.43 0.80
H 0.93 3.94 1.34
H 0.84 -0.20 -1.43
H -0.23 -3.52 -0.17
N -0.73 0.86 -0.46
H -1.29 -1.70 0.31
H -0.58 4.05 1.49
H -0.84 1.27 -1.38
H 0.31 -0.74 1.56
O 0.12 3.44 1.22
C 0.24 -0.35 -0.53
H 1.33 0.61 0.95
```

Results
- total charge = +1
- LUMO energy (hartree) = -0.117
- HOMO-LUMO gap (eV) = 10.171
- HOMO (eV) = -13.3545


Run B
The following is a quantum chemistry calculation of a cluster of 2 separate species, C3H13N2O in total, from the Open Molecules 2025 dataset.

```
19
Properties=species:S:1:pos:R:3
H 1.82 1.43 0.43
H 0.24 -1.60 0.48
N 0.88 1.21 -0.18
H -0.97 1.56 0.85
H 0.93 1.90 -0.90
H 0.69 -1.14 -0.98
H -0.74 -2.25 -0.94
H -1.06 1.35 -1.78
H -0.77 -0.20 -2.64
C -1.11 -0.20 -0.42
H -2.12 -0.36 -0.12
H -2.44 0.30 -2.26
H 2.01 -1.33 3.20
C -1.35 0.28 -1.91
O 1.96 -0.66 2.60
N -0.20 -1.39 -0.52
H 0.04 0.25 1.44
C -0.28 0.80 0.57
H 2.49 0.03 3.08
```

Results
- total charge = +1
- LUMO energy (hartree) = -0.120
- HOMO-LUMO gap (eV) = 10.150
- HOMO (eV) = -13.4162


Which structure loses on stability? run B does.


Run A
The following is a quantum chemistry calculation of a structure of composition C27H24N6PbSe2, from the Open Molecules 2025 dataset.

```
60
Properties=species:S:1:pos:R:3
C 2.55 -0.85 1.98
N -1.38 1.02 1.90
H 2.40 0.93 3.16
H -2.60 -1.91 5.45
H 1.33 3.87 -4.75
C -3.63 1.47 2.56
C 2.51 0.52 2.16
H 0.00 -2.99 1.76
N 0.21 -3.42 -6.13
C 2.83 0.89 -0.19
H -1.70 0.64 5.20
H -4.06 1.22 4.65
H 2.71 -2.42 0.52
N -3.05 -1.12 -1.89
H 1.90 -1.34 3.97
H -3.51 -2.57 0.66
C -1.99 -2.41 2.15
C 0.86 3.21 -4.03
C 2.64 1.39 1.09
C -4.12 -2.08 3.95
C 2.46 -1.79 3.15
C -2.27 -0.81 -1.09
C -1.99 0.84 4.19
H 2.99 -0.89 -1.38
C 0.16 -2.55 -2.76
H 1.99 -2.72 2.86
C -0.35 2.83 -2.03
C -2.81 -2.05 4.40
Se -2.95 1.98 -0.19
H 3.46 -2.02 3.52
H -3.66 -1.41 -2.63
H 1.32 1.39 -5.09
C -3.30 1.18 3.88
C -0.87 -2.63 1.22
C -2.61 1.40 1.62
C -1.08 0.74 3.15
C -1.76 -2.21 3.51
H -1.14 -3.35 0.46
H 2.95 1.56 -1.02
H 2.60 2.45 1.26
H 0.19 -0.03 -3.39
Se -1.24 3.49 -0.44
H -0.06 0.43 3.32
N 0.10 -1.89 -1.78
H -4.94 -1.96 4.65
C 0.85 1.84 -4.23
C 2.84 -0.48 -0.39
C -4.37 -2.26 2.59
C 2.69 -1.35 0.69
H -0.75 -2.20 3.87
N -0.37 1.53 -2.21
C 0.26 3.73 -2.90
H -4.62 1.75 2.27
Pb -0.18 -0.65 0.01
H 0.24 4.79 -2.70
C 0.22 1.04 -3.29
H -5.39 -2.29 2.24
C -3.32 -2.42 1.71
N 0.27 -3.35 -3.69
C 0.24 -3.34 -4.98
```

Results
- LUMO energy (hartree) = -0.013
- HOMO-LUMO gap (eV) = 6.505
- HOMO (eV) = -6.8550


Run B
The following is a quantum chemistry calculation of a structure of composition C27H24N6PbSe2, from the Open Molecules 2025 dataset.

```
60
Properties=species:S:1:pos:R:3
N -1.70 -2.95 -1.89
N -0.13 1.99 -3.51
C 0.03 1.83 3.52
H 3.25 -2.51 1.74
H 0.38 -0.90 3.06
C 2.41 1.65 3.41
C -3.02 1.40 1.29
H -4.14 -0.07 2.36
C 1.69 -0.33 -4.90
H -1.76 3.57 -0.98
H -1.74 3.71 0.78
C -1.31 -2.51 -0.90
Se 3.59 -1.15 -0.85
H 2.43 -0.64 -5.64
H -2.70 1.91 2.19
C -0.17 0.08 -2.81
H -1.43 0.68 -4.59
C 2.50 3.02 3.20
N 1.05 -0.63 -2.57
C 1.17 1.03 3.57
H 1.89 -4.47 2.48
H 2.03 -0.94 3.70
C 1.90 -0.74 -3.50
H -0.07 2.94 -3.84
C 2.64 -3.07 1.04
C 1.89 -4.16 1.44
H 0.54 -5.71 0.77
C 1.06 -0.45 3.79
C 0.60 0.34 -5.26
H 0.62 -4.93 -1.58
C 1.15 -4.85 0.50
Se 3.62 -1.50 -3.11
C 0.12 3.20 3.31
C -3.87 0.10 -1.00
H -4.87 -1.27 0.31
H 1.43 4.86 2.97
C 1.19 -4.42 -0.81
H 0.42 0.59 -6.30
H -2.78 1.60 -2.07
H -0.79 3.80 3.27
C -2.60 1.89 0.05
H 0.67 -0.66 4.79
N 0.05 0.18 0.56
H -1.01 -0.46 -2.38
N 1.90 -3.37 -1.22
C 1.36 3.80 3.15
H 3.48 3.48 3.07
N -0.85 -2.07 0.26
C -3.06 1.23 -1.09
C -3.84 0.29 1.38
C -4.26 -0.38 0.24
H 3.31 1.05 3.44
C -0.40 0.72 -4.22
C -0.40 -0.88 0.36
H -0.94 1.36 3.64
C 0.05 1.51 -2.31
H -4.19 -0.41 -1.90
Pb 0.61 2.33 -0.05
C -1.64 3.02 -0.05
C 2.60 -2.72 -0.30
```

Results
- LUMO energy (hartree) = -0.012
- HOMO-LUMO gap (eV) = 7.077
- HOMO (eV) = -7.3906


Which structure loses on stability? run B does.


Run A
The following is a quantum chemistry calculation of the ion C4H7N2O with charge +1, from the Open Molecules 2025 dataset.

```
14
Properties=species:S:1:pos:R:3
C 1.22 1.11 -0.29
H 1.88 1.81 0.13
N 0.14 -2.10 0.09
C 0.31 0.41 0.63
H 0.63 1.74 -0.97
H 1.82 0.32 -0.84
O -0.91 1.27 0.49
C -0.43 -0.93 0.13
C -1.81 0.66 -0.13
H -0.48 -2.85 -0.27
H 0.67 0.16 1.70
H -2.55 1.28 -0.64
H 1.13 -2.24 0.32
N -1.63 -0.64 -0.35
```

Results
- total charge = +1
- SMILES = C[C@H]1OC=NC1=[NH2+]
- LUMO energy (hartree) = -0.182
- HOMO-LUMO gap (eV) = 10.703
- HOMO (eV) = -15.6546


Run B
The following is a quantum chemistry calculation of a cluster of 2 separate species, C4H7N2O in total, from the Open Molecules 2025 dataset.

```
14
Properties=species:S:1:pos:R:3
C -0.89 -0.79 0.21
C -1.19 0.36 -0.71
N 1.44 -0.02 0.11
C 0.49 -0.91 0.53
H -2.24 0.46 -0.66
N -0.27 1.45 -0.48
H 1.87 1.91 -0.11
H -0.70 2.30 -0.68
H -1.76 -0.98 0.84
O -0.11 -1.83 -0.29
H 1.06 -2.96 2.75
C 1.02 1.23 -0.11
H 2.39 -0.09 0.35
H -1.12 -0.14 -1.75
```

Results
- total charge = +1
- LUMO energy (spin up / spin down) (hartree) = -0.203 / -0.166
- HOMO-LUMO gap (spin up / spin down) (eV) = 8.483 / 9.324
- HOMO (spin up / spin down) (eV) = -14.0045 / -13.8434


Run C
The following is a quantum chemistry calculation of the ion C4H7N2O with charge +1, from the Open Molecules 2025 dataset.

```
14
Properties=species:S:1:pos:R:3
N 1.19 -0.22 -0.28
H 3.17 0.84 -0.47
H -1.37 2.46 -0.46
H 0.26 1.67 -0.62
H -0.51 2.32 1.02
C -0.66 1.80 0.05
C -1.14 0.44 0.19
C -0.22 -2.05 -0.03
H 0.59 -2.67 -0.47
H -1.19 -2.20 -0.52
O -2.12 -0.12 0.54
N 0.05 -0.65 -0.13
C 2.33 0.66 0.18
H -0.39 -2.30 1.01
```

Results
- total charge = +1
- SMILES = C#[N+]N(C)C(C)=O
- LUMO energy (spin up / spin down) (hartree) = -0.244 / -0.244
- HOMO-LUMO gap (spin up / spin down) (eV) = 8.535 / 8.534
- HOMO (spin up / spin down) (eV) = -15.1616 / -15.1601


Run D
The following is a quantum chemistry calculation of the ion C4H7N2O with charge +1, from the Open Molecules 2025 dataset.

```
14
Properties=species:S:1:pos:R:3
H 0.38 -2.04 -1.74
H 2.09 0.03 -0.10
C 1.21 -0.51 0.13
H -1.72 0.93 2.42
N 0.01 0.11 -0.37
N 0.16 -1.24 -2.29
O 1.08 -1.67 0.49
C 0.10 -0.04 -1.97
H 0.10 0.49 2.38
C -0.86 0.83 0.40
H -1.70 1.36 -0.06
C -0.71 1.10 1.85
H -0.39 2.09 2.11
H 0.24 -1.43 -3.26
```

Results
- total charge = +1
- LUMO energy (hartree) = -0.196
- HOMO-LUMO gap (eV) = 8.903
- HOMO (eV) = -14.2253


Which structure loses on stability? run B does.


Run A
The following is a quantum chemistry calculation of an isolated molecule of C5H7N3, from the Open Molecules 2025 dataset.

```
15
Properties=species:S:1:pos:R:3
H -1.86 -1.91 -0.80
N 2.09 0.30 0.14
N -1.53 0.02 -0.11
C 0.72 0.46 0.80
H 2.27 1.11 -0.52
C 0.33 -1.69 -0.29
H -2.65 0.01 -0.23
H 0.75 0.15 1.82
C -1.04 -1.31 -0.28
N -1.04 2.15 0.38
H 0.92 0.09 -1.34
H 0.97 -2.64 -0.51
H -0.25 2.75 0.78
C -0.64 0.94 0.42
C 0.96 -0.43 -0.27
```

Results
- SMILES = [H]/N=C1/NC=C[C@@H]2N[C@@H]12
- LUMO energy (hartree) = 0.031
- HOMO-LUMO gap (eV) = 8.922
- HOMO (eV) = -8.0735


Run B
The following is a quantum chemistry calculation of a structure of composition C5H7N3, from the Open Molecules 2025 dataset.

```
15
Properties=species:S:1:pos:R:3
N 1.66 -1.42 0.07
H -2.96 -0.43 -0.18
C 2.35 -0.29 -0.03
H -0.88 0.84 1.65
H -1.44 -0.33 -1.50
C -0.96 0.95 0.35
H -1.17 -2.31 -0.21
H 1.76 2.05 -0.32
N -0.93 -1.29 0.31
C -1.75 -0.33 -0.37
N 0.36 -0.85 0.08
C 0.32 0.46 -0.14
H 3.53 -0.16 0.26
C 1.60 0.91 -0.15
H -1.48 2.19 0.17
```

Results
- LUMO energy (hartree) = 0.030
- HOMO-LUMO gap (eV) = 9.321
- HOMO (eV) = -8.5109


Which structure loses on stability? run B does.


Run A
The following is a quantum chemistry calculation of a structure of composition C33H28F9O4P3Sm, from the Open Molecules 2025 dataset.

```
78
Properties=species:S:1:pos:R:3
C -1.08 2.26 -3.10
H 2.88 -4.49 -1.20
C 0.93 -3.33 2.71
H -0.08 2.62 -3.22
C -2.43 2.15 1.00
F 5.59 4.86 -0.84
C 1.08 2.52 -0.80
C -2.32 1.90 3.41
H -3.05 2.29 0.08
C 3.18 4.37 -0.86
H 2.65 1.07 -0.32
C 2.43 -3.79 -1.92
P -0.26 1.38 -0.63
F -4.07 1.53 -6.29
C 3.50 3.04 -0.82
C 1.60 -6.32 1.61
H 3.66 -1.28 -2.58
C 3.65 -1.37 -1.51
C -3.27 2.14 -4.08
H -3.03 0.45 -1.09
C -2.94 2.04 4.80
H -1.71 -5.35 0.22
C -4.24 2.38 -5.22
C -2.38 -2.28 -0.76
C -0.30 1.78 2.02
H 1.56 -4.38 -2.17
C 0.82 3.86 -1.14
F -3.42 3.26 5.03
H 1.72 -7.23 0.94
C -0.99 -5.44 1.05
H 1.12 -6.70 2.52
H -1.47 2.91 -5.09
H 0.30 -4.00 3.26
H 3.00 -3.64 -2.82
O -3.17 -2.46 -1.66
H 4.57 2.78 -0.65
C 2.18 -1.24 2.75
C -0.92 1.78 3.29
H -0.22 4.27 -1.30
C 1.84 4.78 -1.11
C -1.05 1.95 0.85
F -5.53 2.13 -4.67
F -4.26 3.66 -5.77
C 4.31 5.43 -0.68
O -3.66 -3.84 0.76
F 4.28 5.98 0.59
H -1.05 -6.44 1.52
F 4.26 6.46 -1.58
O -2.45 -2.30 1.72
C 2.42 -1.37 1.38
F -1.98 1.77 5.77
C -3.09 2.11 2.24
H 4.51 -1.93 -1.16
H 1.61 5.86 -1.22
H 1.36 -2.10 4.52
H -0.33 1.60 4.17
H 3.63 -0.40 -1.00
C 1.18 -3.50 1.32
C -2.77 1.13 -1.95
C -2.88 -2.94 0.64
C -1.90 2.45 -4.21
H -1.43 -4.74 1.75
C 1.48 -2.21 3.42
Sm -0.45 -1.13 1.47
C -3.69 1.49 -2.91
H -4.16 2.18 2.35
O -1.24 -1.57 -0.60
H 3.04 -0.63 0.83
P 1.97 -2.18 -1.18
C 1.99 -2.50 0.65
H 2.53 -0.42 3.41
H 2.62 -5.96 1.83
P 0.71 -5.08 0.57
C 2.47 2.13 -0.71
H -4.73 1.23 -2.70
C -1.45 1.61 -1.89
H 0.76 1.87 1.98
F -3.96 1.10 4.98
```

Results
- total charge = +1
- LUMO energy (spin up / spin down) (hartree) = -0.185 / -0.158
- multiplicity = 6
- HOMO-LUMO gap (spin up / spin down) (eV) = 6.314 / 7.060
- HOMO (spin up / spin down) (eV) = -11.3421 / -11.3615


Run B
The following is a quantum chemistry calculation of a structure of composition C33H28F9O4P3Sm, from the Open Molecules 2025 dataset.

```
78
Properties=species:S:1:pos:R:3
H -2.67 -1.77 -3.44
C 4.36 -1.26 -0.07
C 1.83 2.30 -2.93
C 3.10 -0.80 -0.24
C 0.87 1.94 0.94
C -3.63 2.22 1.28
F 7.30 -0.30 1.25
O -3.88 -0.10 0.35
C -2.96 -5.11 -1.39
H -4.17 -7.19 0.99
H 2.23 -1.44 -0.21
H 3.62 2.58 -0.31
H 1.67 3.75 0.13
C 0.59 4.18 -3.94
F -0.59 4.43 5.17
C 5.13 1.11 -0.11
P -1.81 -2.47 -1.24
P -1.89 -2.79 1.86
H 0.26 -3.72 -1.62
O -2.36 2.00 1.58
H 1.66 4.94 2.41
H -2.80 -4.98 -2.44
C -0.32 -3.48 2.47
H 0.30 0.22 2.07
H 0.04 -4.36 1.87
H -0.84 3.09 -1.05
C -2.46 -4.04 -0.57
H -0.56 1.58 4.06
H -1.30 4.63 -2.91
C 6.81 -0.73 0.03
C 1.19 3.95 2.26
F 6.96 -2.06 -0.09
H -0.50 -3.41 -3.19
F -0.51 6.14 -4.65
C 0.27 5.07 -5.07
C -0.12 3.22 -1.84
C -3.04 -1.90 -2.42
C 0.33 1.34 2.08
C -2.55 -4.18 0.83
C -0.33 4.13 -2.86
C 1.31 3.26 1.05
C -4.49 1.02 0.47
O -4.20 3.24 1.39
H 2.61 1.54 -2.97
O -5.68 1.42 0.40
F 1.37 5.64 -5.66
H -0.47 -3.79 3.51
F 0.84 2.91 5.70
H 2.29 3.29 -4.85
C -3.76 -6.30 0.51
P 1.09 1.02 -0.61
H -3.86 -2.61 -2.33
C 5.42 -0.25 -0.04
C 0.61 3.91 4.77
C 0.98 2.35 -1.80
H -3.89 -7.03 -1.57
H 0.42 -2.65 2.45
F 1.55 4.89 4.90
H -3.42 -0.89 -2.10
C -0.33 -2.97 -2.19
C -3.08 -2.59 3.24
C -3.21 -5.32 1.34
C 0.07 2.02 3.27
F -0.43 4.38 -5.99
C 0.59 3.32 3.40
C -3.59 -6.21 -0.87
H -4.06 -2.36 2.84
C 3.81 1.53 -0.31
H -3.12 -3.52 3.80
H -3.21 -5.50 2.44
H -2.68 -1.76 3.85
C 1.69 3.30 -3.96
H 4.62 -2.33 0.10
H 5.91 1.84 0.00
C 2.78 0.58 -0.40
F 7.54 -0.12 -0.96
Sm -1.57 0.10 0.53
H 0.33 -2.08 -2.36
```

Results
- total charge = +1
- LUMO energy (spin up / spin down) (hartree) = -0.171 / -0.140
- multiplicity = 6
- HOMO-LUMO gap (spin up / spin down) (eV) = 6.114 / 6.978
- HOMO (spin up / spin down) (eV) = -10.7767 / -10.7945


Which structure loses on stability? run A does.


Run A
The following is a quantum chemistry calculation of the ion C8H14NO with charge +1, from the Open Molecules 2025 dataset.

```
24
Properties=species:S:1:pos:R:3
H 1.39 -2.86 0.05
C -1.35 0.93 2.34
H -1.59 0.08 2.94
N 0.13 -1.15 -0.36
H -0.67 -1.76 -0.17
H -1.43 -0.85 -2.84
H -2.43 1.05 1.83
H 3.14 0.08 1.85
C 1.39 -1.80 -0.14
C 1.02 0.68 1.55
H 1.20 1.47 -0.79
H -1.89 0.79 -2.01
C 0.18 1.26 -1.05
H 1.83 -1.41 0.83
H -1.18 1.83 2.87
C 2.19 0.37 1.49
C -0.29 0.94 1.23
C -0.12 -0.27 -1.50
C -1.55 -0.24 -1.98
H 0.57 -0.42 -2.22
H -2.09 -0.74 -1.16
H 2.22 -1.39 -0.88
H -0.08 1.89 -1.94
O -0.60 1.52 0.06
```

Results
- total charge = +1
- LUMO energy (spin up / spin down) (hartree) = -0.192 / -0.192
- HOMO-LUMO gap (spin up / spin down) (eV) = 8.331 / 8.332
- HOMO (spin up / spin down) (eV) = -13.5457 / -13.5464


Run B
The following is a quantum chemistry calculation of the ion C8H14NO with charge +1, from the Open Molecules 2025 dataset.

```
24
Properties=species:S:1:pos:R:3
H -1.08 -0.92 2.04
H -1.39 -2.02 -0.27
C 2.38 -0.15 -0.70
C -0.43 -0.18 -0.40
H -3.71 -1.05 -1.01
O 3.07 -0.07 0.39
H -2.67 -1.73 1.72
H 0.65 1.55 -0.51
H -2.54 -0.40 -2.12
H -3.07 0.76 -0.82
H 2.86 -0.32 -1.68
H 4.75 -0.67 -0.40
C 4.42 0.05 0.33
H 4.78 1.06 0.06
C -2.74 -0.39 -1.05
H -1.10 2.89 0.57
H -2.11 1.60 0.38
C 0.74 -0.89 -0.62
H -2.53 -0.11 1.61
H 4.79 -0.22 1.26
C -0.28 1.19 -0.23
N -1.19 1.99 0.27
C -1.62 -1.00 -0.17
C -1.97 -0.94 1.35
```

Results
- total charge = +1
- SMILES = COC=C=C(C=[NH2+])C(C)C
- LUMO energy (spin up / spin down) (hartree) = -0.164 / -0.164
- HOMO-LUMO gap (spin up / spin down) (eV) = 8.362 / 8.366
- HOMO (spin up / spin down) (eV) = -12.8328 / -12.8353


Which structure loses on stability? run B does.